Record 1
# CH6N2O

A 2-piece molecular cluster, CH6N2O overall (the ωB97M-V functional and the def2-TZVPD basis, the OMol25 dataset).

Positions of all 10 atoms, in Å:
O (-2.266616, 1.842327, 0.193135)
N (0.276817, -0.732095, -1.087280)
N (1.647839, -1.585415, 0.744034)
C (1.157059, -0.658547, 0.000609)
H (-2.861955, 1.149962, 0.541947)
H (1.443518, 0.356572, 0.324755)
H (-1.779019, 2.268662, 0.887191)
H (2.445579, -1.211228, 1.299223)
H (-0.213480, 0.129292, -1.172575)
H (0.150262, -1.559533, -1.731041)

Cartesian forces (eV/Å) of the 2 atoms listed first:
O -0.6788 -0.7489 -0.8914
N 1.2746 -1.3080 0.9018

As for the spin multiplicity: 1.


Record 2
# C5H11N3

C5H11N3 as an isolated structure (the ωB97M-V functional and the def2-TZVPD basis, the OMol25 dataset).

Positions of all 19 atoms, in Å:
N (-1.036549, -0.006742, 1.723694)
N (-2.071017, 0.879286, -0.389630)
N (1.315210, -0.384079, 0.739000)
C (0.203976, -0.559758, 1.643443)
C (-0.275065, -0.627521, -1.655809)
C (1.799632, 1.175295, 0.563951)
C (-1.679995, -0.604905, -1.031801)
C (-1.443546, 1.039755, 0.730854)
H (-0.291535, -0.196244, -2.767195)
H (3.166259, 1.785651, 1.425163)
H (-1.674125, -1.481885, -0.456351)
H (-2.307216, -0.715607, -2.065781)
H (1.772421, 1.196214, -0.811793)
H (0.262866, -1.671611, 1.924603)
H (1.972667, -1.438075, 0.621458)
H (0.121808, -1.919689, -1.949068)
H (0.672045, -0.078310, -0.866868)
H (0.823599, 1.568591, 1.598188)
H (-1.331436, 2.039634, 1.023942)

Cartesian forces (eV/Å) of the 2 atoms listed first:
N 3.9988 0.0002 -2.2008
N 3.0564 -3.5055 0.2536

As for the spin multiplicity: 1.


E_LUMO per entry: 0.720; -0.462 eV
Relative energy (zero: lowest compared OMol25 entry of this formula, charge and spin) per entry: 27.9; 292.0 kcal per mole
HOMO energy per entry: -9.1; -9.1 eV